[1]
Molecular formula: C4H4N2O2
Method: DFT, the ωB97M-V functional and the def2-TZVPD basis

Computed properties:
- LUMO level: -0.30 eV
- Kohn-Sham gap: 8.852 eV
- Maximum force: 0.069 Eh/bohr
- ΔE to the lowest compared entry with this formula, charge and spin: 506.3 kJ/mol
- Spin multiplicity: 1
- Charge: 0

Positions of all 12 atoms, in Å:
C 0.2208 -1.0289 -0.0185
C -1.8249 0.0633 -0.0077
C -0.4253 0.3778 -0.0945
C 0.1196 1.6302 -0.0521
H 3.1312 -1.0084 -0.1562
H -2.7741 0.6671 0.3026
H 1.1335 1.7832 -0.0575
H -0.4816 2.4939 0.1159
N 1.4118 -1.4094 0.0732
N -2.0587 -1.1671 -0.0196
O 2.4094 -0.4661 -0.0137
O -0.8617 -1.9355 -0.0717

Atoms 1-3, force components in eV/Å:
-1.601 2.311 -0.727
-2.043 1.460 1.124
1.765 1.001 0.646

Atomic partial charges in e from the natural (NBO) method, atoms 1 to 5:
1. C 0.4410
2. C -0.0225
3. C -0.1694
4. C -0.2772
5. H 0.4804



[2]
Molecular formula: C57H44Br2O11
Method: DFT, the ωB97M-V functional and the def2-TZVPD basis

Computed properties:
- LUMO level: -1.10 eV
- Kohn-Sham gap: 7.979 eV
- Maximum force: 0.070 Eh/bohr
- Spin multiplicity: 1
- Charge: 0

Positions of all 114 atoms, in Å:
C -0.0912 0.6317 1.9541
C -0.1411 0.4271 0.7439
C -0.2349 0.1690 -0.7960
O 0.9209 -0.1576 -1.5437
C 1.6670 0.9991 -1.9803
C 2.5527 1.7019 -0.8552
C 4.0928 1.2666 -1.0996
C -1.3943 1.0594 -1.4163
O -1.4000 2.1027 -2.0305
O -2.6465 0.4591 -1.0934
C -2.4901 -0.8046 -0.3510
O -3.4519 -1.6318 -1.0323
C -4.7728 -1.4675 -0.4600
C -5.8486 -0.8695 -1.4681
C -5.9000 0.7425 -1.4482
O -5.6898 -1.3906 -2.8010
C -1.0504 -1.2439 -0.8426
C -0.3229 -2.4565 -0.1700
Br -0.3977 -2.8556 1.7636
C 0.4566 -3.3127 -0.9330
C 1.2588 -4.5379 -0.2886
Br 0.6869 -3.1233 -2.8902
H -0.3908 0.8372 3.0201
H 2.3985 0.6198 -2.7709
H 1.0556 1.8000 -2.4912
H 2.3197 1.3864 0.2014
H 2.4917 2.8244 -0.9833
H 4.6606 1.1772 -0.1133
H 4.1777 0.2496 -1.5935
H 4.6550 2.0152 -1.7336
H -2.6099 -0.7524 0.7716
H -4.7165 -0.7646 0.4247
H -5.1016 -2.4872 -0.0716
H -6.8710 -1.2380 -1.1107
H -5.3049 1.1577 -2.3279
H -6.9515 1.1393 -1.5499
H -5.4533 1.0954 -0.4594
H -5.4998 -0.6616 -3.4214
H -1.2196 -1.3308 -1.9698
H 0.5187 -5.2607 0.1613
H 1.8804 -5.0419 -1.1003
H 2.0049 -4.1415 0.4649
C 2.6833 -10.3291 2.0510
C 3.2608 -11.5922 1.9475
C 4.0736 -11.8990 0.8644
C 4.3027 -10.9471 -0.1265
C 3.7044 -9.6897 -0.0350
C 2.9034 -9.3796 1.0623
C 3.8995 -8.6835 -1.1067
O 3.3808 -7.5851 -1.0257
C 4.7290 -9.0403 -2.2823
C 4.8751 -8.1269 -3.3247
C 5.6609 -8.4470 -4.4240
C 6.3116 -9.6768 -4.4826
C 6.1646 -10.5921 -3.4490
C 5.3654 -10.2802 -2.3510
C 5.1866 -11.2786 -1.2698
O 5.7515 -12.3555 -1.3220
H 2.0560 -10.0875 2.9021
H 3.0780 -12.3372 2.7141
H 4.5250 -12.8823 0.7914
H 2.4469 -8.3995 1.1452
H 4.3735 -7.1663 -3.2835
H 5.7689 -7.7366 -5.2364
H 6.9309 -9.9230 -5.3383
H 6.6697 -11.5502 -3.5021
C -4.3933 4.5451 -1.4289
C -3.5052 3.7236 -2.1207
C -2.9662 4.1459 -3.3288
C -3.3219 5.3859 -3.8556
C -4.2305 6.1981 -3.1735
C -4.7561 5.7791 -1.9534
C -4.6557 7.4977 -3.7459
O -5.4450 8.2084 -3.1503
C -4.1105 7.9145 -5.0606
C -4.5437 9.1060 -5.6391
C -4.0293 9.5114 -6.8637
C -3.0731 8.7330 -7.5113
C -2.6427 7.5425 -6.9413
C -3.1673 7.1254 -5.7194
C -2.7268 5.8346 -5.1369
O -1.8939 5.1520 -5.7051
H -4.8073 4.2186 -0.4806
H -3.2359 2.7617 -1.7178
H -2.2721 3.5056 -3.8606
H -5.4518 6.4116 -1.4128
H -5.2857 9.7181 -5.1382
H -4.3718 10.4366 -7.3144
H -2.6666 9.0540 -8.4642
H -1.9015 6.9378 -7.4521
C 1.8095 3.1759 10.6587
C 2.2780 2.0849 9.9309
C 2.1929 2.0847 8.5451
C 1.6274 3.1714 7.8816
C 1.1358 4.2539 8.6126
C 1.2389 4.2580 10.0021
C 0.4866 5.3955 7.9231
O 0.0611 6.3413 8.5595
C 0.3571 5.3607 6.4464
C -0.3009 6.3978 5.7882
C -0.4157 6.3806 4.4042
C 0.1346 5.3320 3.6710
C 0.7864 4.2940 4.3233
C 0.8908 4.3006 5.7127
C 1.5574 3.1693 6.4007
O 2.0347 2.2499 5.7605
H 1.8848 3.1789 11.7406
H 2.7121 1.2347 10.4457
H 2.5640 1.2349 7.9828
H 0.8707 5.1025 10.5741
H -0.7288 7.2188 6.3532
H -0.9328 7.1862 3.8945
H 0.0509 5.3229 2.5897
H 1.2087 3.4780 3.7468

Atoms 1-3, force components in eV/Å:
-1.400 0.046 -1.047
0.875 1.068 0.267
-1.457 -2.891 1.545

Atomic partial charges in e from the Mulliken method, atoms 1 to 5:
1. C 0.2273
2. C -1.3962
3. C 1.6672
4. O -0.0723
5. C -0.5861



[3]
Molecular formula: C4H9O3
Method: DFT, the ωB97M-V functional and the def2-TZVPD basis

Computed properties:
- LUMO level: 4.09 eV
- Kohn-Sham gap: 8.625 eV
- Maximum force: 0.014 Eh/bohr
- ΔE to the lowest compared entry with this formula, charge and spin: 17.1 kJ/mol
- Spin multiplicity: 1
- Charge: -1

Positions of all 16 atoms, in Å:
C 1.6780 0.3924 -0.3698
O 1.4799 -0.5219 0.6919
C 3.0855 0.9482 -0.2817
H 1.5228 -0.0681 -1.3507
H 0.9254 1.1759 -0.2758
H 0.4860 -0.5673 0.8801
H 3.8307 0.1415 -0.2711
H 3.3094 1.6559 -1.0883
H 3.2468 1.4733 0.6670
O -1.7408 0.3335 -0.9512
C -1.9873 -0.3208 0.0752
O -1.2173 -0.5573 1.0519
C -3.3984 -0.9088 0.2430
H -3.8234 -0.5718 1.1962
H -4.0756 -0.6103 -0.5595
H -3.3218 -1.9944 0.3428

Atoms 1-3, force components in eV/Å:
-0.207 -0.027 0.531
-0.485 -0.151 0.013
0.370 0.112 0.379

Atomic partial charges in e from the natural (NBO) method, atoms 1 to 5:
1. C -0.0604
2. O -0.7962
3. C -0.6202
4. H 0.1416
5. H 0.1778



[4]
Molecular formula: C12H7HgN2O5
Method: DFT, the ωB97M-V functional and the def2-TZVPD basis

Computed properties:
- LUMO level: -3.58 eV
- Kohn-Sham gap: 9.010 eV
- Maximum force: 0.112 Eh/bohr
- ΔE to the lowest compared entry with this formula, charge and spin: 14.8 kJ/mol
- Spin multiplicity: 1
- Charge: +1

Positions of all 27 atoms, in Å:
O -0.5844 5.2005 -5.2032
C -0.8178 4.0975 -4.8660
Hg -0.0746 0.0975 -1.9508
O -0.8327 2.6298 -0.1858
C 0.1890 2.4157 -0.5983
C -0.7176 -2.8369 -4.1047
O -1.1187 -3.7653 -4.6357
C 3.0593 0.7867 -1.7624
O 4.0042 1.3581 -1.6438
C -2.8312 0.5434 -1.6835
O -3.7490 1.2015 -1.6824
H 1.1622 0.9860 -2.6097
N -1.2719 -2.1160 1.3679
C -1.2169 -1.7097 0.0963
N -0.3320 -0.7055 -0.0374
C 0.2828 -0.4736 1.1914
C 1.2748 0.4299 1.6116
C 1.6672 0.3759 2.9757
C 0.9783 -0.4806 3.8760
C -0.0161 -1.3703 3.4355
C -0.3453 -1.3289 2.0882
H -1.8659 -2.8400 1.7535
H -1.7861 -2.1207 -0.6976
H 1.7322 1.0842 0.8740
H 2.4559 1.0571 3.3358
H 1.3135 -0.4711 4.9289
H -0.5592 -2.0453 4.1264

Atoms 1-3, force components in eV/Å:
-1.139 -5.382 1.630
1.137 5.370 -1.611
1.415 0.886 -1.023

Atomic partial charges in e from the natural (NBO) method, atoms 1 to 5:
1. O -0.4959
2. C 0.4974
3. Hg 1.1069
4. O -0.4808
5. C 0.4552



[5]
Molecular formula: CH11O4S
Method: DFT, the ωB97M-V functional and the def2-TZVPD basis

Computed properties:
- LUMO level (alpha / beta): 0.13 / -3.40 eV
- Kohn-Sham gap (alpha / beta): 10.660 / 7.041 eV
- Maximum force: 0.028 Eh/bohr
- ΔE to the lowest compared entry with this formula, charge and spin: 54.2 kJ/mol
- <S²>: 0.75
- Spin multiplicity: 2
- Charge: 0

Positions of all 17 atoms, in Å:
C -1.8676 1.6828 0.4085
S -0.0553 1.5477 0.3357
H -2.3997 0.8661 0.8945
H -2.2475 1.7894 -0.6079
H -2.0285 2.5824 1.0054
H 1.3101 -0.1116 -1.8502
H 0.0293 0.0161 -0.9276
O 0.3891 -0.3564 -1.7592
H -0.7103 -1.1703 2.0484
H 0.2391 -0.6818 1.1460
O 0.0248 -1.5470 1.5463
H -0.4129 -1.9373 -2.2554
H -1.3984 -2.6791 -1.4370
O -0.7712 -2.8467 -2.1533
H 2.8197 1.5649 1.1594
H 3.4145 0.1829 1.2996
O 3.6648 1.0979 1.1470

Atoms 1-3, force components in eV/Å:
0.429 0.203 0.439
-0.681 0.482 0.437
0.392 -0.255 -0.089

Atomic partial charges in e from the natural (NBO) method, atoms 1 to 5:
1. C -0.7789
2. S 0.0958
3. H 0.2252
4. H 0.2585
5. H 0.2434



Number 1: electronic energy -11283.29232 eV. Number 2: electronic energy -222425.90720 eV. Number 3: electronic energy -10438.28867 eV. Number 4: electronic energy -29940.62264 eV. Number 5: electronic energy -20238.82358 eV.